Below is a structure of composition C13H6ClF6N3O8PtS2 at a distorted geometry, with properties calculated with the ωB97M-V functional and the def2-TZVPD basis.

The highest occupied orbital energy (spin up / spin down) is -0.542 / -0.590 Ha. As for the spin multiplicity: 5. The value obtained for the HOMO-LUMO gap (spin up / spin down) is 6.428 / 3.847 eV. The total charge is +2. The expectation value of S² is 6.03.

```
40
C13H6ClF6N3O8PtS2, DFT the ωB97M-V functional and the def2-TZVPD basis
Pt 0.7234 0.6640 -1.2084
O 3.9965 -3.7974 0.9873
C 3.0185 -3.5575 1.8076
O 2.8266 -4.2115 2.8125
C 2.0698 -2.4173 1.5566
C 1.0561 -2.0694 2.4184
Cl 0.6769 -2.6897 3.9235
N 0.4094 -0.9612 1.8853
N 1.0085 -0.6034 0.7089
C 1.9794 -1.4687 0.5045
C 2.7910 -1.3200 -0.7538
O 3.7394 -2.0314 -0.9668
O 2.3850 -0.3817 -1.5760
C -0.6128 -0.1985 2.4194
C -0.5653 1.2153 2.2421
C -1.5341 1.9847 2.8086
C -2.5876 1.3689 3.5275
C -2.6560 -0.0384 3.6681
C -1.6803 -0.8225 3.1318
H 4.0300 -3.1740 0.2159
H 0.2759 1.6614 1.7324
H -1.4935 3.0628 2.7344
H -3.3585 1.9865 3.9721
H -3.4950 -0.4849 4.1841
H -1.7381 -1.8987 3.1873
F 0.2830 1.0547 -5.8369
C 1.1962 1.2608 -4.9211
F 2.2154 1.9357 -5.3915
F 1.5907 0.1189 -4.3818
S 0.4394 2.3139 -3.5753
O 1.4287 2.4073 -2.4774
O -0.1072 3.4891 -4.1264
N -0.6386 1.2161 -2.9550
S -1.8036 1.7645 -1.9581
O -2.5814 2.8663 -2.3620
O -1.1090 1.7994 -0.6387
C -2.8708 0.2450 -1.8616
F -2.1021 -0.7942 -1.5304
F -3.4569 0.0397 -3.0077
F -3.7492 0.4652 -0.8993
```

Below is a structure of composition C13H7BrN2O6Pt at a distorted geometry, with properties calculated with the ωB97M-V functional and the def2-TZVPD basis.

The highest occupied orbital energy (spin up / spin down) is -0.313 / -0.313 Ha. As for the spin multiplicity: 1. The value obtained for the HOMO-LUMO gap (spin up / spin down) is 6.676 / 6.675 eV.

```
30
C13H7BrN2O6Pt, DFT the ωB97M-V functional and the def2-TZVPD basis
Pt 0.0183 0.2037 0.0310
O -3.4967 2.1948 -0.3240
C -2.2626 1.7536 -0.2557
O -2.0602 0.5390 -0.0885
C -1.1796 2.6928 -0.3722
C -1.2198 4.0850 -0.4351
C -0.0324 4.7847 -0.4541
C 1.1911 4.1051 -0.4075
C 1.1696 2.7299 -0.3394
N 0.0173 2.0718 -0.3384
C 2.3662 1.7773 -0.2129
O 3.4901 2.2048 -0.3252
O 2.0207 0.5451 0.0271
H -4.0887 1.4295 -0.2480
H -2.1854 4.5724 -0.4427
H -0.0316 5.8654 -0.4856
H 2.1397 4.6228 -0.3947
Br -0.0493 2.3983 3.3153
C 0.0035 0.5286 3.6145
C 0.0372 0.0486 4.9123
C 0.0689 -1.3279 5.0833
C 0.0602 -2.1573 3.9750
C 0.0216 -1.5705 2.7190
N -0.0042 -0.2545 2.5573
C -0.0307 -2.4389 1.4393
O -0.0892 -3.6420 1.6025
O -0.0148 -1.8176 0.3147
H 0.0380 0.7356 5.7464
H 0.0956 -1.7400 6.0836
H 0.0801 -3.2342 4.0534
```

Below is a cluster of 2 separate species, C13H7Cl4O4S in total at a distorted geometry, with properties calculated with the ωB97M-V functional and the def2-TZVPD basis.

The highest occupied orbital energy is -0.095 Ha. As for the spin multiplicity: 1. The value obtained for the HOMO-LUMO gap is 2.970 eV. The total charge is -1.

```
29
C13H7Cl4O4S, DFT the ωB97M-V functional and the def2-TZVPD basis
Cl 4.9744 0.6609 4.7396
C 3.2893 0.4637 4.5444
C 2.4483 1.5135 4.4871
C 0.9935 1.3775 4.3845
O 0.2387 2.3472 4.4507
C 0.4890 -0.0427 4.2218
Cl -1.2123 -0.2572 4.3337
C 1.3311 -1.0943 4.3046
C 2.7828 -0.9515 4.5039
O 3.5258 -1.9214 4.6720
H 2.8672 2.5101 4.5496
H 0.9233 -2.1005 4.2787
Cl -2.6367 -0.8110 -7.1635
C -2.0655 -0.5377 -5.5780
C -1.5629 -1.6075 -4.8271
C -1.0643 -1.3755 -3.5384
C -1.0542 -0.0830 -3.0214
S -0.2570 0.2187 -1.4089
C -1.4737 0.0885 -0.1735
Cl -1.0056 0.0675 1.3908
O 0.6882 -0.8709 -1.2803
O 0.1821 1.5965 -1.4766
C -1.5780 0.9804 -3.7519
C -2.0845 0.7554 -5.0402
H -1.5392 -2.6091 -5.2473
H -0.6607 -2.1991 -2.9542
H -2.4993 0.3152 -0.4381
H -1.5705 1.9838 -3.3325
H -2.4692 1.5823 -5.6296
```

Below is a structure of composition C13H7CuO7 at a distorted geometry, with properties calculated with the ωB97M-V functional and the def2-TZVPD basis.

The highest occupied orbital energy is -0.010 Ha. As for the spin multiplicity: 1. The value obtained for the HOMO-LUMO gap is 5.025 eV. The total charge is -2.

```
28
C13H7CuO7, DFT the ωB97M-V functional and the def2-TZVPD basis
Cu -0.0081 0.1891 -0.0180
C -3.4981 2.0685 -1.3152
C -2.5856 0.9049 -0.9211
O -1.4310 1.2473 -0.5703
C -3.1113 -0.4313 -0.9845
C -4.4379 -0.6544 -1.4011
C -5.0060 -1.9050 -1.4854
C -4.2444 -3.0239 -1.1445
C -2.9496 -2.8613 -0.7334
C -2.3109 -1.5855 -0.6279
O -1.1070 -1.5710 -0.2344
H -2.9337 2.9909 -1.2055
H -4.3727 2.1114 -0.6698
H -3.8221 1.9742 -2.3495
H -5.0532 0.1921 -1.6719
H -6.0331 -2.0218 -1.8125
H -4.6793 -4.0163 -1.2061
H -2.3397 -3.7137 -0.4640
O 5.7163 0.8094 1.8056
C 4.5524 0.5957 1.4419
C 4.1039 0.3790 0.0364
O 4.8346 0.3582 -0.9665
C 2.6516 0.2508 0.0910
C 2.2067 0.3616 1.4497
O 0.9660 0.3375 1.7449
C 3.3536 0.5660 2.3289
O 3.3531 0.7275 3.5580
O 1.8220 0.1243 -0.8696
```